1.
{"formula": "CH5Br2NOP", "method": "wB97M-V/def2-TZVPD", "elements": ["Br", "Br", "P", "O", "N", "C", "H", "H", "H", "H", "H"], "xyz": [[-1.246, 0.357, -0.219], [0.230, -2.563, 1.226], [-1.631, -1.969, 0.134], [-2.586, -1.729, 1.395], [1.639, 1.644, -0.214], [1.188, 1.204, -1.316], [-3.108, -2.455, 1.935], [1.903, 0.909, 0.489], [1.166, 0.099, -1.378], [0.942, 1.857, -2.070], [1.504, 2.647, 0.016]], "e_homo_ev": -13.4, "total_charge": 1, "multiplicity": 1, "mol_weight_g_mol": 237.839}


2.
{"formula": "CH5Br4NSi2", "method": "wB97M-V/def2-TZVPD", "elements": ["Br", "Br", "Br", "Br", "Si", "Si", "N", "C", "H", "H", "H", "H", "H"], "xyz": [[-1.450, 2.527, -0.978], [2.777, -1.102, -0.879], [2.247, 2.217, 0.611], [-3.410, -0.166, -0.140], [-1.549, 0.740, 0.401], [1.533, 0.787, -0.829], [-0.234, -0.273, -0.102], [0.012, -1.552, 0.496], [0.944, -1.615, 1.129], [1.310, 1.302, -2.227], [-0.958, -1.671, 0.934], [-1.424, 1.183, 1.680], [0.202, -2.378, -0.097]], "e_homo_ev": -9.2, "smiles": "CN([SiH](Br)Br)[SiH](Br)Br", "multiplicity": 1, "mol_weight_g_mol": 406.846}


3.
{"formula": "CH5Cl2N2OP", "method": "wB97M-V/def2-TZVPD", "elements": ["Cl", "Cl", "P", "O", "N", "N", "C", "H", "H", "H", "H", "H"], "xyz": [[-1.710, 1.758, 0.491], [-0.480, 1.015, 2.915], [0.871, 0.694, 0.145], [-0.924, -0.930, -2.124], [-0.179, 0.162, -1.490], [1.644, -0.560, 0.889], [-0.701, 0.615, 1.159], [1.250, -1.530, 0.903], [2.616, -0.792, 0.565], [0.462, 0.422, -2.263], [-1.679, -0.489, -2.324], [-1.171, -0.366, 1.135]], "e_homo_ev": -8.9, "multiplicity": 1, "mol_weight_g_mol": 162.944}


4.
{"formula": "CH5ClN2", "method": "wB97M-V/def2-TZVPD", "elements": ["Cl", "N", "N", "C", "H", "H", "H", "H", "H"], "xyz": [[0.523, -1.913, -0.159], [-0.481, 0.400, 1.323], [0.057, 0.331, -1.380], [0.505, -0.182, -0.167], [-1.192, -0.272, 1.519], [0.197, 0.531, 2.051], [-0.480, -0.397, -1.870], [1.367, 0.357, -0.024], [-0.497, 1.146, -1.294]], "e_homo_ev": -9.2, "multiplicity": 1, "mol_weight_g_mol": 80.518}


5.
{"formula": "CH5ClOSi", "method": "wB97M-V/def2-TZVPD", "elements": ["Cl", "Si", "O", "C", "H", "H", "H", "H", "H"], "xyz": [[2.489, 0.322, -0.347], [-1.295, 0.681, 0.004], [-0.101, 0.031, 0.853], [1.367, -0.863, 0.029], [0.855, -1.307, -0.812], [1.613, -1.497, 0.865], [-0.816, 1.636, -1.000], [-2.016, 1.333, 1.093], [-2.097, -0.336, -0.685]], "e_homo_ev": -10.3, "multiplicity": 1, "mol_weight_g_mol": 96.589}


6.
{"formula": "CH5ClSiSr", "method": "wB97M-V/def2-TZVPD", "elements": ["Sr", "Cl", "Si", "C", "H", "H", "H", "H", "H"], "xyz": [[-1.972, -2.346, 1.325], [-1.693, 1.864, -0.358], [-0.523, 0.248, -0.337], [1.279, 0.358, -0.074], [-1.100, -0.571, 0.922], [1.787, -0.602, 0.057], [1.710, 0.795, -0.984], [1.533, 1.016, 0.762], [-1.022, -0.761, -1.312]], "e_homo_ev": -18.8, "total_charge": 2, "multiplicity": 1, "mol_weight_g_mol": 168.210}


7.
{"formula": "CH5FNP", "method": "wB97M-V/def2-TZVPD", "elements": ["P", "F", "N", "C", "H", "H", "H", "H", "H"], "xyz": [[-0.331, -0.670, 1.445], [1.715, 0.024, 0.194], [0.359, -0.291, -0.203], [-0.100, 0.831, -0.895], [-1.262, 0.955, -0.802], [0.419, 1.817, -0.616], [0.387, -1.871, 1.496], [0.245, 0.678, -1.867], [-1.431, -1.472, 1.249]], "e_homo_ev": -9.0, "smiles": "CN(F)P", "multiplicity": 1, "mol_weight_g_mol": 81.030}


8.
{"formula": "CH5FNP", "method": "wB97M-V/def2-TZVPD", "elements": ["P", "F", "N", "C", "H", "H", "H", "H", "H"], "xyz": [[-2.113, -1.771, -0.284], [1.013, 1.821, -0.482], [1.766, 0.920, -1.236], [1.586, -0.208, -0.751], [-2.381, -2.954, 0.213], [-0.976, -1.635, 0.548], [-2.890, -1.019, 0.761], [0.867, -0.433, 0.075], [2.013, -1.220, -1.166]], "e_homo_ev": -10.5, "smiles": "C=NF.P", "multiplicity": 1, "mol_weight_g_mol": 81.030}